Below is a 7-piece molecular cluster, C27H69BN3O9 overall, with properties calculated with ωB97M-V/def2-TZVPD.

Structure (XYZ):
```
109
C27H69BN3O9, DFT ωB97M-V/def2-TZVPD
C -3.705 -2.961 -1.417
C -4.141 -1.445 -1.341
O -4.661 -0.902 -2.570
C -5.717 -1.699 -3.112
C -6.758 -0.869 -3.954
N -7.071 0.457 -3.334
O -6.364 1.517 -3.810
C -7.972 0.638 -2.397
N -8.786 -0.394 -1.873
C -9.361 -0.108 -0.536
C -9.406 1.494 -0.664
N -8.413 1.832 -1.733
B -7.403 2.624 -0.926
O -6.628 2.123 0.155
C -7.162 4.168 -1.356
C -6.100 4.301 -2.546
H -2.845 -3.120 -2.130
H -3.337 -3.258 -0.386
H -4.537 -3.676 -1.662
H -4.818 -1.296 -0.449
H -3.200 -0.859 -1.118
H -6.211 -2.300 -2.292
H -5.239 -2.443 -3.827
H -6.318 -0.665 -4.975
H -7.715 -1.457 -4.087
H -5.440 1.369 -3.500
H -8.560 -1.358 -2.112
H -8.627 -0.544 0.202
H -10.341 -0.652 -0.487
H -10.492 1.675 -0.876
H -9.177 1.806 0.390
H -6.308 1.226 -0.042
H -8.106 4.686 -1.682
H -6.740 4.719 -0.459
H -5.593 5.312 -2.535
H -5.291 3.509 -2.470
H -6.626 4.184 -3.538
C -11.821 7.259 -0.006
C -11.300 6.163 -0.921
C -10.836 4.952 -0.127
O -10.213 6.666 -1.696
H -11.037 7.605 0.673
H -12.140 8.125 -0.590
H -12.668 6.908 0.589
H -12.084 5.865 -1.621
H -10.017 5.219 0.549
H -10.455 4.178 -0.798
H -11.653 4.531 0.465
H -9.513 6.934 -1.088
C 1.109 -1.009 0.829
C 0.433 -1.812 -0.271
C 0.960 -1.424 -1.643
O -0.979 -1.591 -0.223
H 0.917 0.061 0.705
H 0.713 -1.290 1.807
H 2.189 -1.172 0.829
H 0.599 -2.879 -0.102
H 0.763 -0.368 -1.853
H 0.458 -2.001 -2.424
H 2.035 -1.599 -1.716
H -1.136 -0.651 -0.371
C 6.575 -1.735 0.955
C 5.277 -2.500 1.161
C 5.519 -3.820 1.874
O 4.666 -2.751 -0.107
H 7.272 -2.308 0.336
H 6.386 -0.794 0.431
H 7.058 -1.513 1.908
H 4.579 -1.891 1.742
H 6.180 -4.466 1.287
H 4.580 -4.363 2.004
H 5.970 -3.661 2.856
H 5.274 -3.288 -0.628
C 9.528 0.695 0.422
C 10.418 -0.177 1.294
C 11.881 -0.030 0.909
O 10.023 -1.544 1.160
H 9.612 0.407 -0.631
H 8.479 0.573 0.701
H 9.795 1.750 0.517
H 10.285 0.095 2.344
H 12.045 -0.343 -0.128
H 12.508 -0.670 1.535
H 12.216 1.003 1.019
H 10.136 -1.796 0.237
C 12.530 4.430 3.723
C 12.541 2.930 3.471
C 13.441 2.210 4.463
O 12.996 2.674 2.143
H 13.533 4.851 3.609
H 11.889 4.936 2.998
H 12.168 4.659 4.728
H 11.524 2.538 3.546
H 14.475 2.556 4.374
H 13.448 1.135 4.264
H 13.107 2.373 5.490
H 13.894 3.016 2.065
C 2.155 -7.246 -0.225
C 1.986 -6.903 1.247
C 0.517 -6.788 1.623
O 2.647 -5.671 1.527
H 1.724 -6.465 -0.859
H 3.214 -7.315 -0.483
H 1.674 -8.196 -0.467
H 2.463 -7.671 1.860
H 0.030 -5.991 1.051
H 0.411 -6.531 2.679
H -0.013 -7.725 1.436
H 2.235 -4.983 0.991
```

Values from the calculation:
HOMO: -10.83 eV
Kohn-Sham gap: 8.2125 eV
net charge: +1
LUMO energy: -2.621 eV

Here are the Mulliken charges for atoms 1 to 6, given in e: atom 1 (C): -0.951, atom 2 (C): 0.141, atom 3 (O): -0.317, atom 4 (C): -0.234, atom 5 (C): -1.310, atom 6 (N): 0.348

=====

Below is C27H69Br2Cl2CoN5O13V2 as an isolated structure, with properties calculated with ωB97M-V/def2-TZVPD.

Structure (XYZ):
```
121
C27H69Br2Cl2CoN5O13V2, DFT ωB97M-V/def2-TZVPD
O -3.327 3.165 1.471
V -2.837 2.594 0.069
O -3.655 1.261 -0.165
O 4.191 1.642 -1.241
V 2.881 2.531 -1.313
O 1.988 1.857 -2.451
Co 0.334 3.054 0.625
O 1.864 1.697 0.497
C 1.298 0.430 0.631
C -0.199 0.371 0.343
O -0.991 1.461 0.758
H 1.483 0.002 1.634
H 1.759 -0.339 -0.012
H -0.608 -0.560 0.770
H -0.355 0.197 -0.736
O -1.262 4.160 -0.151
C -0.648 5.257 -0.762
C 0.684 5.022 -1.475
O 1.437 4.104 -0.704
H -0.398 6.010 0.006
H -1.387 5.786 -1.382
H 1.280 5.932 -1.582
H 0.559 4.618 -2.491
Br -3.593 -0.806 -3.683
C -3.198 -2.469 -2.694
C -2.755 -2.081 -1.290
Br -2.798 -3.652 -0.120
H -2.469 -3.087 -3.204
H -4.171 -2.944 -2.620
H -3.414 -1.330 -0.867
H -1.724 -1.739 -1.296
C 1.227 2.153 7.656
C 2.071 3.016 6.726
C 1.402 3.177 5.358
O 1.163 1.966 4.686
C 2.282 1.504 3.991
N 2.341 4.297 7.364
H 1.153 1.161 7.198
H 0.203 2.523 7.730
H 1.714 2.056 8.624
H 3.021 2.516 6.508
H 2.023 3.850 4.744
H 0.440 3.691 5.463
H 2.492 2.032 3.044
H 2.022 0.499 3.653
H 3.205 1.519 4.571
H 1.487 4.734 7.694
H 2.758 4.957 6.710
C 1.077 -0.371 -5.098
C 0.132 -1.410 -4.472
C 0.442 -2.805 -4.950
O 0.196 -2.906 -6.348
C 0.294 -4.237 -6.801
N 0.122 -1.296 -3.006
H 0.930 -0.293 -6.178
H 2.115 -0.741 -5.020
H 1.115 0.590 -4.598
H -0.852 -1.124 -4.870
H -0.124 -3.621 -4.492
H 1.531 -2.942 -4.823
H 0.133 -4.229 -7.880
H -0.527 -4.852 -6.400
H 1.272 -4.673 -6.568
H 1.059 -1.439 -2.635
H -0.173 -0.351 -2.833
C 0.610 -5.021 0.710
C 0.921 -3.983 -0.344
C 2.393 -3.834 -0.572
O 2.667 -2.991 -1.646
C 4.048 -2.904 -1.932
N 0.268 -4.409 -1.608
H 1.054 -4.763 1.680
H 0.959 -6.001 0.381
H -0.446 -5.111 0.947
H 0.434 -3.039 -0.041
H 2.876 -4.823 -0.646
H 2.866 -3.453 0.354
H 4.228 -2.091 -2.634
H 4.407 -3.824 -2.409
H 4.604 -2.689 -1.014
H -0.751 -4.414 -1.527
H 0.485 -3.677 -2.275
C -5.610 3.723 -3.304
C -4.558 2.959 -2.498
C -3.325 2.712 -3.322
O -2.294 2.212 -2.514
C -1.096 2.022 -3.221
N -4.288 3.686 -1.233
H -5.206 4.670 -3.677
H -6.505 3.927 -2.717
H -5.928 3.149 -4.178
H -4.992 1.980 -2.278
H -2.998 3.681 -3.763
H -3.538 2.104 -4.212
H -0.723 2.948 -3.686
H -1.191 1.242 -3.976
H -0.338 1.794 -2.470
H -3.910 4.614 -1.413
H -5.206 3.717 -0.803
C -3.016 -1.601 3.378
C -1.700 -1.225 4.053
C -0.588 -2.153 3.530
O 0.474 -2.094 4.452
C 1.454 -3.078 4.253
N -1.414 0.211 3.721
H -3.909 -1.062 3.679
H -3.290 -2.646 3.611
H -2.859 -1.625 2.294
H -1.731 -1.379 5.133
H -0.251 -1.882 2.516
H -1.024 -3.162 3.401
H 2.071 -3.166 5.143
H 2.155 -2.716 3.476
H 1.049 -4.026 3.896
H -0.468 0.312 4.113
H -1.305 0.265 2.708
C 4.830 -0.834 1.325
Cl 4.890 -0.848 3.113
Cl 6.439 -0.749 0.634
H 4.328 -1.761 1.087
H 4.232 0.013 1.016
```

Values from the calculation:
HOMO (spin up / spin down): -8.59 / -8.59 eV
Kohn-Sham gap (spin up / spin down): 6.6384 / 6.6309 eV
net charge: 0
multiplicity: 4
LUMO energy (spin up / spin down): -1.949 / -1.956 eV

Here are the Mulliken charges for atoms 1 to 6, given in e: atom 1 (O): -0.488, atom 2 (V): 1.113, atom 3 (O): -0.466, atom 4 (O): -0.649, atom 5 (V): 1.187, atom 6 (O): -0.486

=====

Below is a 4-piece molecular cluster, C27H69N3O9P2 overall, with properties calculated with ωB97M-V/def2-TZVPD.

Structure (XYZ):
```
110
C27H69N3O9P2, DFT ωB97M-V/def2-TZVPD
C -2.415 -3.751 3.688
C -1.759 -2.571 2.983
C -2.607 -2.032 1.843
C -2.009 -0.819 1.133
C -1.807 0.447 1.959
C -3.036 0.908 2.745
C -3.237 0.226 4.091
C -4.275 0.911 4.982
C -5.700 0.947 4.401
P -6.232 -0.605 3.490
P -6.629 -2.546 2.282
O -5.871 -2.504 1.015
O -6.247 -3.848 3.174
O -8.207 -2.730 2.055
H -1.746 -4.228 4.402
H -2.728 -4.507 2.967
H -3.296 -3.428 4.251
H -0.804 -2.899 2.559
H -1.513 -1.803 3.718
H -2.695 -2.834 1.106
H -3.630 -1.810 2.158
H -2.644 -0.586 0.276
H -1.035 -1.116 0.731
H -1.568 1.230 1.238
H -0.944 0.371 2.626
H -2.946 1.982 2.938
H -3.899 0.793 2.082
H -2.273 0.231 4.607
H -3.498 -0.828 3.980
H -4.292 0.409 5.950
H -3.934 1.934 5.153
H -5.822 1.829 3.768
H -6.404 1.063 5.230
H -5.513 -1.437 4.396
H -5.787 -0.146 2.225
H -7.603 -0.450 3.770
H -5.377 -3.715 3.561
H -8.360 -3.468 1.450
C 3.391 -9.446 5.983
O 3.832 -8.156 5.616
C 4.294 -8.033 4.278
C 3.337 -7.236 3.420
N 2.101 -7.963 3.174
C 1.026 -7.186 2.566
C 0.513 -5.942 3.283
O -0.217 -6.195 4.467
C 0.557 -6.453 5.622
H 3.292 -9.456 7.067
H 2.417 -9.696 5.546
H 4.113 -10.213 5.688
H 4.478 -9.020 3.841
H 5.248 -7.500 4.314
H 3.821 -7.031 2.460
H 3.174 -6.271 3.920
H 1.770 -8.365 4.040
H 0.175 -7.859 2.433
H 1.350 -6.885 1.564
H -0.194 -5.455 2.607
H 1.311 -5.215 3.480
H 1.478 -5.863 5.631
H 0.809 -7.512 5.721
H -0.046 -6.174 6.486
C 1.679 6.406 -2.039
O 0.281 6.506 -2.221
C -0.165 6.227 -3.541
C -0.905 4.909 -3.619
N -0.009 3.778 -3.419
C -0.666 2.489 -3.216
C -1.639 2.325 -2.055
O -1.039 2.325 -0.774
C -0.734 3.599 -0.241
H 1.914 6.865 -1.080
H 2.026 5.366 -2.016
H 2.222 6.933 -2.828
H 0.676 6.239 -4.240
H -0.857 7.025 -3.825
H -1.363 4.825 -4.610
H -1.718 4.943 -2.882
H 0.592 3.968 -2.628
H 0.121 1.742 -3.086
H -1.197 2.231 -4.139
H -2.095 1.337 -2.159
H -2.457 3.054 -2.087
H -1.479 4.347 -0.527
H 0.257 3.947 -0.545
H -0.732 3.505 0.846
C 1.774 6.113 -6.993
O 2.366 5.495 -5.870
C 2.403 4.070 -5.913
C 3.807 3.555 -6.139
N 4.289 3.841 -7.483
C 5.710 3.601 -7.706
C 6.732 4.340 -6.850
O 6.831 5.727 -7.106
C 5.854 6.534 -6.482
H 1.598 7.157 -6.734
H 2.419 6.085 -7.878
H 0.816 5.647 -7.244
H 1.718 3.691 -6.678
H 2.044 3.714 -4.948
H 3.803 2.470 -5.992
H 4.444 3.992 -5.357
H 4.075 4.801 -7.717
H 5.920 3.849 -8.749
H 5.894 2.527 -7.594
H 7.713 3.929 -7.098
H 6.580 4.166 -5.777
H 5.587 6.154 -5.492
H 4.945 6.623 -7.086
H 6.278 7.532 -6.371
```

Values from the calculation:
HOMO: -8.19 eV
Kohn-Sham gap: 8.7942 eV
structure (SMILES): CCCCCCCCC[PH3]P(=O)(O)O.COCCNCCOC.COCCNCCOC.COCCNCCOC
net charge: 0
LUMO energy: 0.607 eV

Here are the Mulliken charges for atoms 1 to 6, given in e: atom 1 (C): -1.264, atom 2 (C): -0.269, atom 3 (C): 0.495, atom 4 (C): -1.195, atom 5 (C): 0.344, atom 6 (C): -0.224

=====

Below is C27H70Li5N6O12 as an isolated structure, with properties calculated with ωB97M-V/def2-TZVPD.

Structure (XYZ):
```
120
C27H70Li5N6O12, DFT ωB97M-V/def2-TZVPD
Li 1.748 -3.798 -3.244
Li -0.699 -3.707 -2.102
Li -1.777 -2.081 -3.905
Li -3.113 -2.055 -0.525
Li 1.312 -4.092 0.076
O 1.398 -2.654 -1.343
C 0.829 -1.428 -0.918
C -0.518 -0.838 -1.562
O -1.540 -1.689 -1.916
H 1.582 -0.639 -0.941
H 0.686 -1.476 0.161
H -0.165 -0.196 -2.370
H -0.921 -0.209 -0.769
C -1.740 0.640 -5.604
O -2.316 -0.354 -5.251
N -0.930 1.255 -4.767
N -1.912 1.375 -6.570
H -0.757 0.891 -3.841
H -0.614 2.175 -5.040
H -2.586 1.108 -7.274
H -1.536 2.310 -6.643
C 4.275 -4.794 -0.815
O 3.239 -4.674 0.148
C 3.594 -5.212 1.465
C 2.391 -4.987 2.432
N 1.689 -3.714 2.088
C 2.410 -2.548 2.584
C 2.027 -2.236 3.997
O 0.882 -1.413 4.054
C 0.611 -1.116 5.427
H 4.985 -4.062 -0.428
H 3.923 -4.514 -1.808
H 4.687 -5.801 -0.875
H 4.504 -4.648 1.669
H 3.757 -6.285 1.359
H 2.758 -4.926 3.457
H 1.719 -5.845 2.421
H 0.690 -3.716 2.238
H 2.055 -1.675 2.036
H 3.485 -2.522 2.407
H 2.826 -1.658 4.463
H 1.751 -3.085 4.623
H 0.454 -2.038 5.987
H -0.277 -0.485 5.408
H 1.444 -0.504 5.771
C -4.502 0.011 -1.863
O -4.262 -0.640 -0.641
C -4.316 0.263 0.467
C -3.930 -0.668 1.688
N -2.581 -1.116 1.435
C -2.003 -1.727 2.636
C -2.886 -2.896 3.221
O -2.413 -3.380 4.459
C -3.503 -4.126 5.073
H -5.504 0.437 -1.915
H -4.465 -0.754 -2.639
H -3.737 0.787 -1.870
H -5.297 0.716 0.612
H -3.706 1.167 0.438
H -4.672 -1.462 1.767
H -4.009 -0.053 2.585
H -2.092 -0.244 1.290
H -1.932 -0.903 3.346
H -1.000 -1.975 2.289
H -2.965 -3.783 2.592
H -3.890 -2.525 3.428
H -3.247 -4.627 6.006
H -3.839 -4.939 4.429
H -4.283 -3.452 5.427
C 4.330 1.914 3.717
O 4.855 1.693 2.357
C 3.795 1.314 1.452
C 4.183 1.598 -0.028
N 3.046 2.038 -0.867
C 3.516 2.642 -2.094
C 2.636 2.036 -3.179
O 3.021 0.712 -3.476
C 2.347 0.171 -4.614
H 5.142 2.278 4.348
H 3.963 0.975 4.130
H 3.527 2.651 3.717
H 2.798 1.733 1.586
H 3.628 0.269 1.713
H 4.617 0.708 -0.483
H 5.011 2.308 -0.038
H 2.564 1.202 -1.166
H 4.529 2.469 -2.458
H 3.351 3.712 -1.972
H 2.804 2.765 -3.971
H 1.591 2.094 -2.872
H 1.372 0.579 -4.881
H 2.369 -0.917 -4.665
H 3.002 0.472 -5.432
C -4.905 6.830 -2.369
O -4.083 6.007 -1.559
C -3.865 4.690 -2.093
C -2.846 3.889 -1.260
N -1.434 4.214 -1.599
C -0.324 3.394 -1.049
C -0.176 3.487 0.522
O -1.152 2.550 1.101
C -1.103 2.313 2.483
H -4.900 7.766 -1.809
H -5.990 6.745 -2.302
H -4.509 6.893 -3.382
H -3.593 4.688 -3.149
H -4.808 4.143 -2.062
H -2.941 2.812 -1.394
H -2.937 4.112 -0.197
H -1.379 5.092 -1.103
H 0.624 3.620 -1.538
H -0.634 2.378 -1.292
H -0.437 4.433 0.995
H 0.815 3.177 0.854
H -1.327 3.170 3.119
H -0.063 2.110 2.738
H -1.814 1.498 2.616
O 3.859 -1.343 -2.292
H 3.018 -1.777 -2.150
H 3.630 -0.496 -2.675
```

Values from the calculation:
HOMO (spin up / spin down): -16.84 / -16.84 eV
Kohn-Sham gap (spin up / spin down): 4.2123 / 3.3813 eV
net charge: +4
ΔE to the lowest compared entry with this formula, charge and spin: 22.5 kcal per mole
multiplicity: 2
LUMO energy (spin up / spin down): -12.630 / -13.459 eV

Here are the Mulliken charges for atoms 1 to 6, given in e: atom 1 (Li): 0.883, atom 2 (Li): 0.801, atom 3 (Li): 0.911, atom 4 (Li): 0.807, atom 5 (Li): 0.982, atom 6 (O): -1.344